[1]
A molecular structure, CH4FN2O in a non-equilibrium geometry, computed with wB97M-V/def2-TZVPD.

HOMO = -1.79 eV
energy above the lowest of the compared OMol25 structures with the same formula, charge and spin = 2.0060 eV
spin multiplicity = 1
LUMO level = 4.85 eV
charge = -1
gap between HOMO and LUMO = 6.638 eV

CARTESIAN COORDINATES (ANGSTROEM)
C  0.58649  0.09265  0.29468
N  1.62516  -0.60208  0.39267
N  -0.45328  -0.12490  1.09957
O  -1.66793  0.41990  1.12337
F  0.49511  1.17037  -0.58841
H  -1.42596  0.13514  -1.60957
H  2.60405  -0.30347  0.16938
H  -1.37574  0.20331  -2.41899
H  -0.38789  -0.99091  1.53729

[2]
2 unconnected molecules or ions with the total composition CH4FNO2 in a non-equilibrium geometry, computed with wB97M-V/def2-TZVPD.

HOMO = -9.39 eV
energy above the lowest of the compared OMol25 structures with the same formula, charge and spin = 5.4283 eV
spin multiplicity = 1
LUMO level = 0.82 eV
gap between HOMO and LUMO = 10.206 eV

CARTESIAN COORDINATES (ANGSTROEM)
C  -0.02610  0.26405  0.04314
N  -0.09456  -0.99734  -0.51140
O  0.75052  1.05683  -0.64916
O  -1.34126  0.71229  0.34001
F  0.98164  -1.75200  -0.03250
H  0.47278  0.09556  1.62519
H  -0.76716  -1.56249  -0.00957
H  1.29089  0.51825  -1.22037
H  -1.26675  1.66484  0.41466

[3]
A molecular structure, CH4FNO2 in a non-equilibrium geometry, computed with wB97M-V/def2-TZVPD.

HOMO (spin up / spin down) = -4.99 / -10.96 eV
energy above the lowest of the compared OMol25 structures with the same formula, charge and spin = 2.7133 eV
spin multiplicity = 3
LUMO level (spin up / spin down) = 0.75 / -2.50 eV
gap between HOMO and LUMO (spin up / spin down) = 5.742 / 8.457 eV

CARTESIAN COORDINATES (ANGSTROEM)
C  -0.01461  -0.13463  0.17266
N  -1.13393  0.61678  -0.32629
O  -0.05255  -1.43580  -0.20057
O  1.11167  0.55044  -0.25114
F  -2.30350  0.17755  0.31244
H  -0.04324  0.01533  1.59689
H  -1.04412  1.59323  -0.03934
H  -0.44505  -1.47585  -1.08743
H  1.86846  -0.04998  -0.21700

[4]
2 unconnected molecules or ions with the total composition CH4FO3P in a non-equilibrium geometry, computed with wB97M-V/def2-TZVPD.

SMILES string = O=C=[PH2]F.OO
HOMO = -10.32 eV
energy above the lowest of the compared OMol25 structures with the same formula, charge and spin = 2.8696 eV
spin multiplicity = 1
LUMO level = -1.03 eV
gap between HOMO and LUMO = 9.288 eV

CARTESIAN COORDINATES (ANGSTROEM)
O  0.04209  2.50026  -0.01892
C  -0.40705  1.45230  0.37937
P  -1.96625  0.43880  0.20783
F  -1.72590  -0.36186  1.58129
H  -1.03233  0.80451  -0.93328
H  -2.04842  -0.72835  -0.63380
O  1.15149  -0.94037  -0.66859
O  2.42805  -0.86278  -0.05216
H  0.55518  -0.45890  -0.01838
H  3.00313  -1.84361  0.15665

[5]
CH4FO4P in the gas phase in a non-equilibrium geometry, computed with wB97M-V/def2-TZVPD.

SMILES string = CO[P@@](=O)(O)OF
HOMO = -11.21 eV
energy above the lowest of the compared OMol25 structures with the same formula, charge and spin = 1.4665 eV
spin multiplicity = 1
LUMO level = -0.28 eV
gap between HOMO and LUMO = 10.933 eV

CARTESIAN COORDINATES (ANGSTROEM)
C  0.68180  -0.83325  -1.29950
O  0.53728  0.20754  -0.38693
P  -0.01804  0.01253  1.10042
O  0.74798  -1.02684  1.81839
O  0.02791  1.40841  1.72976
O  -1.97500  0.08158  0.43374
F  -2.00538  1.41286  0.21514
H  0.34076  -1.71933  -0.89001
H  1.81704  -0.83491  -1.47367
H  0.13287  -0.60708  -2.18459
H  -0.28721  1.89849  0.93725

[6]
A molecular structure, CH4FOP in a non-equilibrium geometry, computed with wB97M-V/def2-TZVPD.

HOMO = -10.36 eV
energy above the lowest of the compared OMol25 structures with the same formula, charge and spin = 3.1449 eV
spin multiplicity = 1
LUMO level = 0.35 eV
gap between HOMO and LUMO = 10.710 eV

CARTESIAN COORDINATES (ANGSTROEM)
C  0.25818  -0.32575  -0.02511
O  1.49084  0.85137  0.80167
F  -2.05273  0.42537  0.26625
P  -0.82673  0.77315  -0.84870
H  0.83082  -0.96224  -0.62082
H  -0.19866  -0.89558  0.72468
H  1.79223  0.40001  1.60635
H  -1.29395  -0.26632  -1.90432

[7]
2 unconnected molecules or ions with the total composition CH4FOPS in a non-equilibrium geometry, computed with wB97M-V/def2-TZVPD.

SMILES string = CP(=O)=S.F
HOMO = -10.36 eV
energy above the lowest of the compared OMol25 structures with the same formula, charge and spin = 1.5222 eV
spin multiplicity = 1
LUMO level = -0.72 eV
gap between HOMO and LUMO = 9.641 eV

CARTESIAN COORDINATES (ANGSTROEM)
C  -0.57041  0.71904  0.19598
P  -0.02043  -0.22941  1.65151
O  1.43393  -0.42820  1.73918
S  -1.49986  -0.35625  2.77225
H  -0.97761  1.67583  0.48274
H  0.15460  0.75483  -0.64297
H  -1.47184  0.15046  -0.17596
F  2.02929  -1.84718  -0.12864
H  2.26372  -1.59318  0.73069

[8]
A molecular structure, CH4FYb in a non-equilibrium geometry, computed with wB97M-V/def2-TZVPD.

HOMO (spin up / spin down) = -20.63 / -20.35 eV
spin multiplicity = 2
LUMO level (spin up / spin down) = -10.35 / -12.41 eV
charge = +2
gap between HOMO and LUMO (spin up / spin down) = 10.284 / 7.934 eV

CARTESIAN COORDINATES (ANGSTROEM)
F  -1.96384  0.04970  2.04584
Yb  -0.28251  0.68056  0.66797
H  -2.69720  0.51752  2.39864
C  1.06176  -0.20210  -1.05215
H  0.96048  0.38418  -1.98025
H  0.79246  -1.24022  -1.30638
H  2.12884  -0.18964  -0.77367

[9]
2 unconnected molecules or ions with the total composition CH4I2N2 in a non-equilibrium geometry, computed with wB97M-V/def2-TZVPD.

HOMO (spin up / spin down) = -8.67 / -8.52 eV
energy above the lowest of the compared OMol25 structures with the same formula, charge and spin = 2.8005 eV
spin multiplicity = 1
LUMO level (spin up / spin down) = -1.00 / -1.09 eV
gap between HOMO and LUMO (spin up / spin down) = 7.673 / 7.424 eV

CARTESIAN COORDINATES (ANGSTROEM)
C  1.11856  -0.33339  -0.24333
N  0.34133  0.71115  -0.27711
N  -1.48016  0.19753  0.58680
I  -2.82031  1.58922  0.00195
I  -1.93659  -1.69487  0.04508
H  0.98437  -0.96432  0.60612
H  1.17959  -0.98247  -1.11914
H  2.20618  0.12927  -0.07787
H  0.40702  1.34789  0.47750

[10]
A molecular structure, CH4I2NOPS in a non-equilibrium geometry, computed with wB97M-V/def2-TZVPD.

HOMO = -9.40 eV
energy above the lowest of the compared OMol25 structures with the same formula, charge and spin = 0.2812 eV
spin multiplicity = 1
LUMO level = -1.32 eV
gap between HOMO and LUMO = 8.078 eV

CARTESIAN COORDINATES (ANGSTROEM)
C  0.61721  1.01920  -1.22384
N  0.36206  -0.20205  -0.34872
O  -0.27979  1.20770  1.94907
P  -0.11885  -0.23545  1.22807
S  -1.44587  -1.84363  1.39063
I  1.52548  -1.64147  2.26550
I  -3.17259  -1.24167  -0.21370
H  1.78019  1.06951  -1.53729
H  -0.18180  1.02647  -2.04978
H  0.61054  1.86305  -0.56213
H  0.30343  -1.02167  -0.89781

[11]
2 unconnected molecules or ions with the total composition CH4IN2 in a non-equilibrium geometry, computed with wB97M-V/def2-TZVPD.

HOMO = -14.09 eV
energy above the lowest of the compared OMol25 structures with the same formula, charge and spin = 5.7086 eV
spin multiplicity = 1
LUMO level = -8.07 eV
charge = +1
gap between HOMO and LUMO = 6.015 eV

CARTESIAN COORDINATES (ANGSTROEM)
C  0.14349  -0.53165  -0.01227
N  -1.13322  -0.21728  -0.09013
N  1.10227  0.35089  0.05066
I  3.08355  0.10637  -0.00731
H  0.31112  -1.55438  -0.29559
H  -1.83968  -1.01086  0.01907
H  -1.58297  0.71982  0.14528
H  -0.08455  2.13709  0.19028

[12]
2 unconnected molecules or ions with the total composition CH4IN2 in a non-equilibrium geometry, computed with wB97M-V/def2-TZVPD.

HOMO (spin up / spin down) = -14.66 / -14.66 eV
energy above the lowest of the compared OMol25 structures with the same formula, charge and spin = 4.1333 eV
spin multiplicity = 1
LUMO level (spin up / spin down) = -5.57 / -5.57 eV
charge = +1
gap between HOMO and LUMO (spin up / spin down) = 9.088 / 9.088 eV

CARTESIAN COORDINATES (ANGSTROEM)
C  -0.56688  -0.31349  -0.01832
N  0.16299  -1.35276  -0.11234
N  0.72359  1.38303  -0.05289
I  -2.44794  0.01771  0.24317
H  1.16290  -1.11095  -0.10607
H  0.15790  -2.29938  0.09101
H  0.28630  1.70624  0.81955
H  0.52114  1.96960  -0.86411

[13]
2 unconnected molecules or ions with the total composition CH4IN2O in a non-equilibrium geometry, computed with wB97M-V/def2-TZVPD.

HOMO = -15.10 eV
energy above the lowest of the compared OMol25 structures with the same formula, charge and spin = 3.6152 eV
spin multiplicity = 1
LUMO level = -5.61 eV
charge = +1
gap between HOMO and LUMO = 9.494 eV

CARTESIAN COORDINATES (ANGSTROEM)
C  -0.15123  0.23431  -0.32894
N  0.77582  -1.61143  -0.66518
N  -0.02231  0.40038  0.88389
O  -0.36932  1.48113  1.55307
I  -0.87145  1.37321  -1.82735
H  0.75675  -1.71866  -1.64030
H  -0.03927  -2.08673  -0.24834
H  0.40872  -0.34520  1.38823
H  -0.48771  2.27300  0.88493

[14]
2 unconnected molecules or ions with the total composition CH4IN2O in a non-equilibrium geometry, computed with wB97M-V/def2-TZVPD.

HOMO (spin up / spin down) = -14.04 / -13.68 eV
energy above the lowest of the compared OMol25 structures with the same formula, charge and spin = 4.0148 eV
spin multiplicity = 1
LUMO level (spin up / spin down) = -5.11 / -6.25 eV
charge = +1
gap between HOMO and LUMO (spin up / spin down) = 8.931 / 7.429 eV

CARTESIAN COORDINATES (ANGSTROEM)
C  -0.27302  -0.76078  0.17349
N  0.46040  -1.73773  -0.15318
N  0.70497  1.49812  0.36689
O  -0.27198  2.14678  -0.28713
I  -2.24136  -0.29457  0.10738
H  1.38438  -1.85653  0.13214
H  -0.00411  -2.66596  -0.29512
H  0.26158  1.14259  1.19962
H  -0.02086  2.52808  -1.24409

[15]
2 unconnected molecules or ions with the total composition CH4INOS in a non-equilibrium geometry, computed with wB97M-V/def2-TZVPD.

HOMO (spin up / spin down) = -7.62 / -8.51 eV
energy above the lowest of the compared OMol25 structures with the same formula, charge and spin = 0.0000 eV
spin multiplicity = 3
LUMO level (spin up / spin down) = -0.34 / -2.29 eV
gap between HOMO and LUMO (spin up / spin down) = 7.274 / 6.213 eV

CARTESIAN COORDINATES (ANGSTROEM)
C  0.92950  0.34815  -0.45117
N  0.22012  -0.20199  0.70435
O  -0.08460  -1.40677  0.73015
S  -2.47471  -1.32513  -0.60491
I  -2.44632  0.90083  -0.03466
H  0.58813  -0.07188  -1.31478
H  0.75890  1.40990  -0.33834
H  2.03013  0.10877  -0.37086
H  0.47885  0.23811  1.68022

[16]
2 unconnected molecules or ions with the total composition CH4IOP in a non-equilibrium geometry, computed with wB97M-V/def2-TZVPD.

HOMO = -9.08 eV
energy above the lowest of the compared OMol25 structures with the same formula, charge and spin = 1.6498 eV
spin multiplicity = 1
LUMO level = -0.14 eV
gap between HOMO and LUMO = 8.944 eV

CARTESIAN COORDINATES (ANGSTROEM)
C  -0.75759  -0.26945  0.56447
O  -0.02819  0.84263  0.63398
P  1.13112  1.28408  -0.32465
I  2.66646  -0.64533  -0.45574
H  -0.62489  -0.75949  -0.52126
H  -1.87816  -0.07658  0.71703
H  -0.57237  -1.00181  1.31924
H  0.06362  0.62596  -1.93307

[17]
2 unconnected molecules or ions with the total composition CH4IOP in a non-equilibrium geometry, computed with wB97M-V/def2-TZVPD.

SMILES string = C=O.PI
HOMO = -9.12 eV
energy above the lowest of the compared OMol25 structures with the same formula, charge and spin = 1.4179 eV
spin multiplicity = 1
LUMO level = -0.01 eV
gap between HOMO and LUMO = 9.108 eV

CARTESIAN COORDINATES (ANGSTROEM)
C  1.52518  -1.31871  -0.35946
O  1.48395  -0.36132  0.38354
H  1.58989  -2.35073  -0.25174
H  1.30878  -1.21426  -1.50171
P  -1.05968  1.60825  -0.05455
I  -2.49218  -0.34588  0.13634
H  -2.06717  2.31432  0.52596
H  -0.28877  1.66833  1.12163

[18]
2 unconnected molecules or ions with the total composition CH4IOPS in a non-equilibrium geometry, computed with wB97M-V/def2-TZVPD.

SMILES string = C=PI.OS
HOMO = -9.31 eV
energy above the lowest of the compared OMol25 structures with the same formula, charge and spin = 3.4415 eV
spin multiplicity = 1
LUMO level = -0.22 eV
gap between HOMO and LUMO = 9.095 eV

CARTESIAN COORDINATES (ANGSTROEM)
C  0.00806  0.04158  0.84772
P  -0.70081  0.52412  -0.53981
I  -2.83594  -0.70281  -0.32153
H  0.96681  0.27666  1.08492
H  -0.38732  -0.70092  1.56922
O  2.21426  -2.18846  1.13000
S  1.21568  -3.07660  0.04751
H  2.25057  -2.67591  1.95309
H  0.13930  -2.49974  0.45064

[19]
2 unconnected molecules or ions with the total composition CH4IPS in a non-equilibrium geometry, computed with wB97M-V/def2-TZVPD.

HOMO (spin up / spin down) = -6.94 / -9.52 eV
energy above the lowest of the compared OMol25 structures with the same formula, charge and spin = 2.1231 eV
spin multiplicity = 3
LUMO level (spin up / spin down) = 0.08 / -2.98 eV
gap between HOMO and LUMO (spin up / spin down) = 7.024 / 6.537 eV

CARTESIAN COORDINATES (ANGSTROEM)
C  3.27028  0.09571  1.64033
P  2.07420  -0.63405  0.69895
S  -1.83059  0.05406  1.90991
I  1.39859  -2.71167  1.78176
H  3.82874  -0.32814  2.40977
H  3.42812  1.13469  1.32172
H  -0.93366  -0.20880  0.90354
H  -1.90434  1.39076  1.65573

[20]
A gas-phase ion, CH4N (charge +1) in a non-equilibrium geometry, computed with wB97M-V/def2-TZVPD.

SMILES string = C=[NH2+]
HOMO = -20.41 eV
energy above the lowest of the compared OMol25 structures with the same formula, charge and spin = 0.1738 eV
spin multiplicity = 1
LUMO level = -6.36 eV
charge = +1
gap between HOMO and LUMO = 14.048 eV

CARTESIAN COORDINATES (ANGSTROEM)
C  -0.41783  0.44052  -0.29455
N  0.37633  -0.40235  0.25655
H  -1.44133  0.54471  0.04990
H  -0.10309  0.89491  -1.22875
H  1.36534  -0.34134  0.05009
H  0.00273  -0.86352  1.08201